This record from OMol25 describes one molecule with the formula C5H5NO. The level of theory is the ωB97M-V functional and the def2-TZVPD basis.

Positions of all 12 atoms, in Å:
C (0.17955, 0.51789, -1.42716)
C (-0.20952, 1.62651, -0.44702)
C (0.30620, 0.25741, 0.00173)
H (2.16007, 1.61763, -0.27706)
H (-0.65307, -2.06326, -0.29864)
N (-0.54724, -2.24080, 0.73739)
O (-1.53056, -1.30900, 1.20865)
H (-0.91574, 2.28405, -0.09207)
C (1.24512, 1.25092, -0.50378)
H (-0.04201, -0.05173, -2.31826)
C (-0.24913, -0.97418, 1.25563)
H (0.25632, -0.91544, 2.16060)

Calculated values
Relative energy (zero: lowest compared OMol25 entry of this formula, charge and spin): 9.105 eV
HOMO-LUMO gap: 0.3511 hartree
HOMO energy: -8.46 eV
DFT total energy: -8794.314 eV

---

This record from OMol25 describes a 2-piece molecular cluster, C3H8NO overall. The level of theory is the ωB97M-V functional and the def2-TZVPD basis.

Positions of all 13 atoms, in Å:
H (0.02296, 2.80803, 1.66106)
N (0.61624, 0.69323, -0.82376)
H (-1.06071, -1.78242, -1.36544)
H (-1.16959, -3.13532, -0.15305)
C (-0.31433, 1.92811, 1.12306)
H (-1.71057, -1.57941, 0.29929)
H (1.08405, 0.99076, -1.67722)
C (0.42308, 1.76313, -0.02878)
H (-0.88541, 1.11384, 1.54490)
H (1.07594, 2.60775, -0.27053)
C (-0.94944, -2.06552, -0.32532)
O (0.34893, -1.85981, 0.18077)
H (0.69502, -1.04773, -0.32719)

Calculated values
Relative energy (zero: lowest compared OMol25 entry of this formula, charge and spin): 0.694 eV
HOMO-LUMO gap: 0.2365 hartree
HOMO energy: -2.00 eV
Total charge: -1
DFT total energy: -6777.298 eV

---

This record from OMol25 describes one molecule with the formula FH4NSi. The level of theory is the ωB97M-V functional and the def2-TZVPD basis.

Positions of all 7 atoms, in Å:
H (-0.62392, 1.51112, 0.10227)
N (-1.27694, 0.69525, 0.05196)
F (1.68685, 0.18813, 0.37198)
H (0.74564, -0.25099, -1.70001)
Si (0.46022, -0.68984, -0.25956)
H (0.47531, -1.98469, 0.35389)
H (-1.46716, 0.53101, 1.07946)

Calculated values
Relative energy (zero: lowest compared OMol25 entry of this formula, charge and spin): 1.728 eV
HOMO-LUMO gap: 0.3910 hartree
HOMO energy: -9.98 eV
DFT total energy: -12150.210 eV

---

This record from OMol25 describes a 2-piece molecular cluster, C4H12 overall. The level of theory is the ωB97M-V functional and the def2-TZVPD basis.

Positions of all 16 atoms, in Å:
H (-2.79647, -0.76103, 1.15969)
H (-0.43371, -1.52929, -0.55848)
H (1.52993, 1.76573, 1.32696)
C (2.49424, 1.12321, -0.47153)
C (-1.40079, -1.05385, -0.56106)
H (3.03848, 2.05913, -0.63937)
H (3.17184, 0.49352, 0.11007)
H (2.26189, 0.66669, -1.42386)
C (-2.25694, -1.56123, 0.63203)
C (1.21815, 1.47446, 0.31867)
H (-1.66510, -1.95929, 1.46144)
H (0.62453, 2.19803, -0.23061)
H (-3.00018, -2.28727, 0.30038)
H (0.64408, 0.56789, 0.54898)
H (-1.39429, 0.03406, -0.53834)
H (-2.03566, -1.23076, -1.43497)

Calculated values
Relative energy (zero: lowest compared OMol25 entry of this formula, charge and spin): 0.403 eV
HOMO-LUMO gap: 0.4649 hartree
HOMO energy: -11.52 eV
DFT total energy: -4342.125 eV

---

This record from OMol25 describes C17H32NNdO2P2 as an isolated structure. The level of theory is the ωB97M-V functional and the def2-TZVPD basis.

Positions of all 55 atoms, in Å:
H (2.59124, 0.89042, -0.99086)
H (2.33118, -4.09259, 2.16212)
H (3.50865, -0.54761, -0.47051)
H (0.33410, -5.64693, 2.11623)
H (2.73283, -1.45757, 2.80337)
C (-1.40917, 4.54356, -1.21756)
H (-1.09753, -2.97601, -1.50647)
H (1.16329, 1.39220, -3.65824)
H (-1.39990, -1.75640, -2.76845)
O (0.93014, 1.27602, -2.71616)
C (3.15434, 0.44534, -0.15955)
C (-1.02515, -4.06258, 1.57758)
Nd (-0.77669, 0.43007, 1.10009)
H (-0.42402, 4.81653, 1.33543)
H (-4.69113, -0.48765, -0.22933)
C (-2.18797, 2.91687, 0.55220)
C (-1.12684, -2.71289, 1.28842)
H (3.97791, 1.48648, 2.22463)
H (3.13271, -1.82505, 1.14901)
C (2.97878, 1.20306, 2.58546)
H (-3.20398, -2.82395, 0.67078)
C (0.23517, 2.31017, -2.22256)
O (3.84247, -3.01990, -3.66191)
H (3.06569, 0.58572, 3.49022)
C (2.35532, -1.46410, 1.76547)
H (0.88587, 4.47444, 0.16793)
P (-2.35568, -1.04004, -0.69709)
H (-2.67142, 2.04346, 0.06250)
H (-4.54825, -1.78384, -1.46768)
H (-2.82763, -1.41600, 1.69871)
H (-2.12750, 4.16287, -1.95036)
C (0.04839, 4.03283, 0.72428)
C (0.22476, -4.58788, 1.89214)
H (0.30039, 3.05062, -3.02244)
C (-0.97714, 3.43456, -0.25266)
H (-1.93593, -4.66371, 1.53254)
N (-0.06531, -1.87189, 1.40401)
H (-0.54400, 4.94525, -1.75635)
H (4.75947, -2.84199, -3.78426)
H (-1.87988, 5.36062, -0.65550)
H (4.00782, 1.08834, 0.09510)
C (1.32609, -3.73895, 1.92402)
H (-2.96418, 3.69130, 0.59829)
H (2.41584, 2.11581, 2.83079)
H (-2.71668, -2.86174, -2.27145)
H (-4.20045, -0.07980, -1.89477)
H (3.82386, -3.90130, -3.25185)
H (0.49038, 3.29123, 1.41530)
C (-2.44013, -2.06276, 0.87424)
C (-0.32173, 2.24964, -1.00014)
P (2.05541, 0.30593, 1.28689)
C (1.16325, -2.38743, 1.67769)
C (-4.12303, -0.83721, -1.10218)
H (-1.94673, 2.69346, 1.62040)
C (-1.84730, -2.28900, -1.91751)

Calculated values
Relative energy (zero: lowest compared OMol25 entry of this formula, charge and spin): 2.175 eV
HOMO-LUMO gap (spin up / spin down): 0.2237 / 0.2429 hartree
HOMO energy (spin up / spin down): -13.09 / -13.15 eV
Total charge: +2
Multiplicity: 4
DFT total energy: -57571.807 eV

---

This record from OMol25 describes one molecule with the formula C19H22N2O6S. The level of theory is the ωB97M-V functional and the def2-TZVPD basis.

Positions of all 50 atoms, in Å:
H (2.68401, -3.78115, -2.02186)
C (-2.37669, -0.09067, -0.70766)
O (0.09121, -0.87303, -0.29899)
C (2.73142, -2.83881, 0.16673)
H (0.34189, 3.51973, -1.07614)
H (2.10615, 1.03491, -1.25868)
C (2.82911, -2.14478, 1.35916)
C (-4.62978, 0.58684, -1.10839)
C (3.24735, -2.28370, -1.01495)
H (-0.42510, 2.82798, 1.15749)
H (0.34304, 2.27486, -2.36078)
H (3.60797, 1.98766, 1.96373)
H (2.67043, 2.71724, -1.46835)
H (-8.02108, -1.10743, 0.98037)
O (-6.41456, -0.35321, 0.06033)
C (3.55837, 2.15837, 0.88663)
O (5.31759, 1.39948, -0.53613)
H (3.44995, -0.34886, 2.32676)
H (4.21525, -0.59767, -1.88022)
C (-4.15024, -1.11019, 0.53984)
C (3.82439, -1.02884, -0.97219)
H (1.76214, -4.31596, 0.91185)
H (-6.71395, -2.29229, 0.74139)
O (2.16396, -4.08046, 0.06902)
C (1.23493, 1.43546, 1.25635)
N (2.15969, 2.25411, 0.49074)
C (0.52845, 2.46666, -1.30446)
H (1.36875, 0.36155, 1.07180)
C (1.95878, 2.07960, -0.93996)
C (3.37855, -0.87536, 1.38742)
S (-0.64041, 0.09222, -1.08106)
H (-0.90319, 1.12399, 1.37472)
C (3.85885, -0.29960, 0.21651)
N (-0.42185, 1.67538, -0.55005)
H (-5.36511, 1.18463, -1.62251)
O (3.18308, -2.96771, -2.17926)
H (4.03215, 3.12269, 0.66707)
C (4.36731, 1.08972, 0.14773)
H (1.38762, 1.64374, 2.31867)
H (-2.06526, -1.59280, 0.75537)
C (-6.94290, -1.25556, 1.00559)
H (-2.92218, 1.38527, -2.13671)
C (-5.07630, -0.32074, -0.13916)
H (-4.46562, -1.81902, 1.28855)
H (-6.57240, -1.04383, 2.01319)
H (2.45070, -2.59185, 2.26869)
C (-3.28669, 0.69968, -1.38965)
C (-2.80117, -0.98815, 0.24881)
O (-0.45547, 0.08498, -2.50086)
C (-0.20313, 1.79490, 0.87350)

Calculated values
Relative energy (zero: lowest compared OMol25 entry of this formula, charge and spin): 1.829 eV
HOMO-LUMO gap: 0.3187 hartree
HOMO energy: -8.26 eV
DFT total energy: -46159.343 eV